(1)
Density functional theory data (ωB97M-V with the def2-TZVPD basis set) for the molecule C2H5N5O.

Calculated values
- lowest unoccupied orbital energy (eV) = -0.0437
- HOMO-LUMO gap (hartree) = 0.2899

ORCA input file:
```
! wB97M-V def2-TZVPD RIJCOSX def2/J DEFGRID3
* xyz 0 1
N -1.976 -0.067 1.276
N -0.898 0.763 1.544
C 0.087 0.448 0.596
C 1.285 1.258 0.117
N 1.952 0.606 -0.867
O 1.056 -0.458 -1.425
N -0.151 -0.282 -0.603
N -0.666 -1.647 -0.472
H -2.175 -0.546 0.263
H -2.934 0.209 1.570
H 1.622 2.151 0.796
H -1.231 -1.735 -1.467
H 0.209 -2.253 -0.176
*
```

These are the natural (NBO) partial charges, in e, on atoms 1 to 4:
1. N -0.66
2. N -0.19
3. C 0.18
4. C -0.02

***

(2)
Density functional theory data (ωB97M-V with the def2-TZVPD basis set) for the molecule C2H5N5O.

Calculated values
- lowest unoccupied orbital energy (eV) = 0.7475
- HOMO-LUMO gap (hartree) = 0.3599

ORCA input file:
```
! wB97M-V def2-TZVPD RIJCOSX def2/J DEFGRID3
* xyz 0 1
H -0.457 -2.130 -0.044
N 0.553 -1.993 -0.354
C 0.766 -0.812 -0.476
N 1.995 -0.404 -0.542
N 2.094 1.016 -0.649
N 0.933 1.558 -0.537
N 0.160 0.461 -0.339
O -1.129 0.817 -0.579
C -1.689 0.638 0.741
H 2.764 -0.923 -0.711
H -1.987 -0.544 1.252
H -1.189 1.347 1.642
H -2.813 0.970 0.598
*
```

These are the natural (NBO) partial charges, in e, on atoms 1 to 4:
1. H 0.35
2. N -0.73
3. C 0.49
4. N -0.41

***

(3)
Density functional theory data (ωB97M-V with the def2-TZVPD basis set) for a cluster of 3 separate species, C2H5N5O in total.

Calculated values
- lowest unoccupied orbital energy (eV) = 0.2124
- HOMO-LUMO gap (hartree) = 0.3201

ORCA input file:
```
! wB97M-V def2-TZVPD RIJCOSX def2/J DEFGRID3
* xyz 0 1
C -0.210 0.243 -0.176
C 1.441 -0.913 0.494
H -2.519 1.805 -1.995
H -2.208 2.552 0.323
H -1.694 -0.741 0.912
H 2.348 -2.445 0.819
H 1.889 0.603 -0.638
N -2.218 1.484 -0.669
N -0.596 1.280 -0.787
N -0.613 -0.673 0.569
N 0.533 -1.435 1.192
N 1.149 -0.128 -0.489
O 2.696 -1.633 0.445
*
```

These are the natural (NBO) partial charges, in e, on atoms 1 to 4:
1. C 0.49
2. C 0.62
3. H 0.39
4. H 0.35

***

(4)
Density functional theory data (ωB97M-V with the def2-TZVPD basis set) for the molecule C2H5N5O.

Calculated values
- lowest unoccupied orbital energy (eV) = -0.0744
- HOMO-LUMO gap (hartree) = 0.3526

ORCA input file:
```
! wB97M-V def2-TZVPD RIJCOSX def2/J DEFGRID3
* xyz 0 1
H 0.467 2.331 0.634
N 1.229 2.049 -0.003
C 1.236 0.776 -0.043
N 2.439 0.066 -0.353
N 2.171 -1.155 -0.199
N 0.928 -1.348 0.338
N 0.218 -0.154 0.389
O -0.621 -0.134 -0.728
C -1.970 -0.079 0.006
H 0.570 -2.277 -0.163
H -2.196 1.180 -0.105
H -1.854 -0.583 1.082
H -2.617 -0.671 -0.854
*
```

These are the natural (NBO) partial charges, in e, on atoms 1 to 4:
1. H 0.35
2. N -0.58
3. C 0.46
4. N -0.23

***

What should be chosen as the most stable of them? Choose (2).

***

(1)
Density functional theory data (ωB97M-V with the def2-TZVPD basis set) for the ion C5H9N2O2 with charge +1.

Calculated values
- lowest unoccupied orbital energy (eV) = -4.8908
- HOMO-LUMO gap (hartree) = 0.3251

ORCA input file:
```
! wB97M-V def2-TZVPD RIJCOSX def2/J DEFGRID3
* xyz 1 1
C 2.001 -1.039 0.759
O 2.338 -0.245 -0.330
C 1.558 1.165 -0.401
O 2.135 1.914 -1.273
N 0.355 1.269 0.047
C -0.495 1.160 1.064
C -1.837 0.736 1.034
C -2.358 0.249 -0.128
N -1.741 -0.021 -1.339
H 0.855 -1.231 0.921
H 2.286 -0.602 1.750
H 2.643 -1.930 0.637
H 2.677 1.333 -1.903
H -0.197 1.419 2.087
H -2.458 0.829 1.845
H -3.332 -0.139 -0.209
H -2.287 -0.539 -2.066
H -0.850 0.383 -1.466
*
```

These are the natural (NBO) partial charges, in e, on atoms 1 to 4:
1. C -0.28
2. O -0.52
3. C 0.92
4. O -0.60

***

(2)
Density functional theory data (ωB97M-V with the def2-TZVPD basis set) for a structure of composition C5H9N2O2.

Calculated values
- lowest unoccupied orbital energy (eV) = -3.5267
- HOMO-LUMO gap (hartree) = 0.3385

ORCA input file:
```
! wB97M-V def2-TZVPD RIJCOSX def2/J DEFGRID3
* xyz 1 1
C -0.667 -0.096 1.394
C -0.477 -0.283 -1.413
C -1.282 1.013 0.573
C -1.589 0.399 -0.814
C 1.059 -0.193 -0.056
N 0.423 -0.669 1.150
N 1.948 -1.358 -0.466
O -0.199 -0.947 -2.348
O 1.543 0.995 -0.269
H -1.135 -0.424 2.301
H -2.312 1.364 0.979
H -0.810 1.942 0.324
H -2.094 1.057 -1.544
H -2.553 -0.178 -0.793
H 2.915 -1.038 -0.483
H 1.781 -1.783 -1.373
H 1.736 -2.025 0.266
H 2.524 1.103 0.107
*
```

These are the natural (NBO) partial charges, in e, on atoms 1 to 4:
1. C 0.19
2. C 0.67
3. C -0.50
4. C -0.61

***

(3)
Density functional theory data (ωB97M-V with the def2-TZVPD basis set) for the ion C5H9N2O2 with charge +1.

Calculated values
- lowest unoccupied orbital energy (eV) = -4.1443
- HOMO-LUMO gap (hartree) = 0.3848

ORCA input file:
```
! wB97M-V def2-TZVPD RIJCOSX def2/J DEFGRID3
* xyz 1 1
C -2.099 -0.564 -0.819
N -0.678 -0.394 -0.490
N -0.118 0.794 -0.899
C 0.606 1.638 0.329
O 0.530 2.793 0.287
C 1.425 0.616 1.175
C 1.480 -0.742 0.533
C 0.027 -1.261 0.285
O -0.474 -2.298 0.611
H -2.176 -0.644 -1.815
H -2.464 -1.567 -0.462
H -2.794 0.152 -0.452
H 0.690 0.693 -1.548
H -1.046 1.245 -1.302
H 2.447 0.958 1.414
H 0.761 0.647 2.142
H 1.821 -1.441 1.271
H 2.063 -0.626 -0.261
*
```

These are the natural (NBO) partial charges, in e, on atoms 1 to 4:
1. C -0.47
2. N -0.30
3. N -0.46
4. C 0.74

***

What should be chosen as the most stable of them? Choose (1).

***

(1)
Density functional theory data (ωB97M-V with the def2-TZVPD basis set) for a cluster of 2 separate species, C4H5IN2O in total.

Calculated values
- lowest unoccupied orbital energy (eV) = -0.4678
- HOMO-LUMO gap (hartree) = 0.3359

ORCA input file:
```
! wB97M-V def2-TZVPD RIJCOSX def2/J DEFGRID3
* xyz 0 1
O -1.216 1.506 2.439
N -0.065 1.658 2.104
C 1.026 1.721 1.715
I 2.990 1.428 1.873
C -0.513 -0.975 -1.789
C -0.498 -0.179 -0.554
C 0.485 -0.744 0.338
N 1.223 -1.451 0.808
H -1.037 -1.973 -1.531
H 0.432 -1.084 -2.331
H -1.073 -0.439 -2.606
H -1.467 -0.360 0.072
H -0.287 0.891 -0.539
*
```

These are the natural (NBO) partial charges, in e, on atoms 1 to 4:
1. O -0.40
2. N 0.17
3. C -0.10
4. I 0.35

***

(2)
Density functional theory data (ωB97M-V with the def2-TZVPD basis set) for the molecule C4H5IN2O.

Calculated values
- lowest unoccupied orbital energy (alpha / beta) (eV) = -1.3077 / -1.2926
- HOMO-LUMO gap (alpha / beta) (hartree) = 0.2665 / 0.2657

ORCA input file:
```
! wB97M-V def2-TZVPD RIJCOSX def2/J DEFGRID3
* xyz 0 1
C -1.965 0.000 -0.240
C -0.953 -0.809 -0.210
C 0.474 1.056 0.135
C 1.989 1.315 0.319
N -0.389 1.949 0.199
N -0.909 -2.224 -0.282
O 0.281 -0.316 0.031
I -3.982 -0.044 0.139
H 2.073 2.122 0.905
H 2.430 0.458 0.819
H 2.408 1.688 -0.572
H -1.508 -2.737 -0.851
H 0.049 -2.457 -0.392
*
```

These are the natural (NBO) partial charges, in e, on atoms 1 to 4:
1. C -0.22
2. C 0.31
3. C 0.44
4. C -0.65

***

What should be chosen as the most stable of them? Choose (1).

***

(1)
Density functional theory data (ωB97M-V with the def2-TZVPD basis set) for a cluster of 2 separate species, C2H2FI in total.

Calculated values
- lowest unoccupied orbital energy (eV) = -0.7651
- HOMO-LUMO gap (hartree) = 0.3531

ORCA input file:
```
! wB97M-V def2-TZVPD RIJCOSX def2/J DEFGRID3
* xyz 0 1
C 0.369 0.187 -0.046
C 1.639 0.341 0.071
F 1.715 2.390 0.016
I 3.568 -0.235 -0.004
H -0.115 -0.735 0.048
H -0.177 1.103 0.173
*
```

These are the natural (NBO) partial charges, in e, on atoms 1 to 4:
1. C -0.51
2. C 0.14
3. F -0.59
4. I 0.40

***

(2)
Density functional theory data (ωB97M-V with the def2-TZVPD basis set) for a cluster of 2 separate species, C2H2FI in total.

Calculated values
- lowest unoccupied orbital energy (alpha / beta) (eV) = -1.2527 / -1.2516
- HOMO-LUMO gap (alpha / beta) (hartree) = 0.2798 / 0.2716

ORCA input file:
```
! wB97M-V def2-TZVPD RIJCOSX def2/J DEFGRID3
* xyz 0 1
C -0.951 -0.628 0.229
C 0.824 0.744 -0.186
F -2.052 0.027 -0.088
I 2.631 -0.126 0.241
H -0.822 -1.549 -0.569
H 0.370 1.531 0.373
*
```

These are the natural (NBO) partial charges, in e, on atoms 1 to 4:
1. C 0.27
2. C -0.42
3. F -0.34
4. I 0.24

***

What should be chosen as the most stable of them? Choose (1).

***

(1)
Density functional theory data (ωB97M-V with the def2-TZVPD basis set) for a cluster of 2 separate species, C4H11NO6S in total.

Calculated values
- lowest unoccupied orbital energy (alpha / beta) (eV) = -0.8482 / -1.1894
- HOMO-LUMO gap (alpha / beta) (hartree) = 0.3409 / 0.2959

ORCA input file:
```
! wB97M-V def2-TZVPD RIJCOSX def2/J DEFGRID3
* xyz 0 1
C -0.971 -1.113 1.997
C -1.136 -1.045 -1.213
C -0.434 0.186 1.627
C 0.118 0.992 -1.543
N -0.935 0.291 -0.951
O 1.504 -0.218 3.209
O 1.801 1.489 1.401
O 1.756 -0.760 0.752
O -0.282 1.276 -2.879
O 1.280 0.186 -1.518
O 0.446 2.217 -0.879
S 1.279 0.244 1.844
H -0.311 -1.991 2.011
H -1.580 -1.152 2.842
H -1.663 -1.585 1.324
H -1.310 -1.037 -2.404
H -0.235 -1.730 -1.106
H -2.192 -1.290 -0.825
H -1.039 0.904 1.082
H 1.630 -0.464 -0.133
H -0.873 1.968 -2.744
H 2.114 0.571 -1.706
H 1.032 2.062 -0.188
*
```

These are the natural (NBO) partial charges, in e, on atoms 1 to 4:
1. C -0.73
2. C -0.50
3. C -0.38
4. C 0.81

***

(2)
Density functional theory data (ωB97M-V with the def2-TZVPD basis set) for a cluster of 2 separate species, C4H11NO6S in total.

Calculated values
- lowest unoccupied orbital energy (alpha / beta) (eV) = -0.7493 / -1.2549
- HOMO-LUMO gap (alpha / beta) (hartree) = 0.3466 / 0.2907

ORCA input file:
```
! wB97M-V def2-TZVPD RIJCOSX def2/J DEFGRID3
* xyz 0 1
C 1.256 -2.071 -0.136
C 0.150 0.152 -2.043
C 0.241 -1.400 0.789
C -1.247 1.049 -0.331
N -0.795 -0.017 -1.059
O 1.903 -1.149 2.646
O -0.103 0.349 2.632
O 1.813 0.745 1.113
O -2.113 1.818 -1.140
O -0.218 1.933 0.201
O -2.155 0.698 0.763
S 0.993 -0.297 1.975
H 0.776 -2.933 -0.612
H 1.488 -1.455 -0.988
H 2.217 -2.416 0.521
H -0.503 0.437 -2.879
H 1.018 0.971 -2.090
H 0.495 -0.858 -2.299
H -0.861 -1.496 0.680
H 1.048 1.131 0.684
H -2.965 1.798 -0.704
H -0.644 2.633 0.633
H -1.795 0.378 1.644
*
```

These are the natural (NBO) partial charges, in e, on atoms 1 to 4:
1. C -0.71
2. C -0.49
3. C -0.36
4. C 0.82

***

What should be chosen as the most stable of them? Choose (2).